Density functional theory data (ωB97M-V with the def2-TZVPD basis set) for a molecular structure, C6H10O.

- Energy relative to the best compared isomer or geometry (same formula, charge and spin): 572.10 kJ/mol
- Molecular weight: 98.1 Da
- Highest occupied orbital energy: -0.2941 Eh
- LUMO energy: 0.7 eV
- Multiplicity: 1
- HOMO-LUMO gap: 8.74 eV

Positions of all 17 atoms, in Å:
1 C 1.566 1.559 0.328
2 O 0.196 1.216 0.405
3 C -0.081 -0.129 0.082
4 C -1.595 -0.220 -0.176
5 C 0.385 -1.100 1.164
6 C 0.383 -0.595 -1.318
7 C -0.854 -0.525 -1.852
8 H 1.988 1.265 -0.640
9 H 1.625 2.644 0.449
10 H 2.151 1.083 1.128
11 H -2.218 0.621 0.161
12 H -2.074 -1.173 0.043
13 H -1.570 0.345 -1.386
14 H 0.048 -2.117 0.940
15 H -0.003 -0.797 2.143
16 H 1.478 -1.123 1.201
17 H -1.425 -0.954 -2.672

Density functional theory data (ωB97M-V with the def2-TZVPD basis set) for C6H10O in the gas phase at a distorted geometry.

- Energy relative to the best compared isomer or geometry (same formula, charge and spin): 370.50 kJ/mol
- Molecular weight: 98.1 Da
- Highest occupied orbital energy (spin up / spin down): -0.2593 / -0.2588 Eh
- LUMO energy (spin up / spin down): 0.4 / 0.5 eV
- Multiplicity: 1
- HOMO-LUMO gap (spin up / spin down): 7.44 / 7.51 eV

Positions of all 17 atoms, in Å:
1 C 2.195 -0.052 -0.114
2 C 0.715 -0.185 -0.131
3 C -0.060 -1.045 0.690
4 C -1.477 -0.669 0.635
5 C -1.617 0.245 -0.541
6 C -0.227 0.899 -0.611
7 O -0.120 1.969 0.352
8 H 2.488 0.835 0.471
9 H 2.610 0.084 -1.123
10 H 2.677 -0.928 0.341
11 H 0.387 -1.683 1.457
12 H -2.281 -1.243 1.071
13 H -0.520 -1.886 -0.193
14 H -1.789 -0.331 -1.473
15 H -2.418 0.990 -0.470
16 H 0.011 1.351 -1.579
17 H -0.529 1.618 1.167

Density functional theory data (ωB97M-V with the def2-TZVPD basis set) for a molecular structure, C6H10O.

- Energy relative to the best compared isomer or geometry (same formula, charge and spin): 576.42 kJ/mol
- Molecular weight: 98.1 Da
- Highest occupied orbital energy: -0.2962 Eh
- LUMO energy: 0.9 eV
- Multiplicity: 1
- HOMO-LUMO gap: 8.99 eV

Positions of all 17 atoms, in Å:
1 C -2.176 -0.229 0.060
2 C -0.736 0.075 -0.327
3 C 0.022 1.007 0.639
4 C 1.377 0.486 0.322
5 C 2.518 0.264 -0.572
6 O 2.408 0.173 1.003
7 C 0.242 -1.110 -0.326
8 H -2.219 -0.693 1.053
9 H -2.794 0.676 0.080
10 H -2.625 -0.929 -0.654
11 H -0.715 0.536 -1.324
12 H -0.077 2.086 0.480
13 H -0.213 0.772 1.685
14 H 1.567 -0.771 -0.759
15 H 3.137 1.144 -0.780
16 H 0.173 -1.696 0.598
17 H 0.111 -1.791 -1.179

Density functional theory data (ωB97M-V with the def2-TZVPD basis set) for C6H10O in the gas phase at a distorted geometry.

- Energy relative to the best compared isomer or geometry (same formula, charge and spin): 179.83 kJ/mol
- Molecular weight: 98.1 Da
- Highest occupied orbital energy: -0.3144 Eh
- LUMO energy: 0.6 eV
- SMILES string: C=C(C)/C=C/CO
- Multiplicity: 1
- HOMO-LUMO gap: 9.11 eV

Positions of all 17 atoms, in Å:
1 C 0.120 1.605 -1.290
2 C -0.551 0.469 -1.126
3 C -1.849 0.182 -1.836
4 C -0.157 -0.562 -0.172
5 C 1.044 -0.647 0.427
6 C 1.196 -0.997 1.883
7 O 1.174 0.111 2.760
8 H -0.216 2.428 -1.905
9 H 0.953 1.817 -0.632
10 H -1.970 0.607 -2.836
11 H -2.110 -0.852 -1.991
12 H -2.652 0.643 -1.261
13 H -0.878 -1.248 0.271
14 H 1.982 -0.315 -0.014
15 H 0.269 -1.544 2.122
16 H 2.089 -1.621 1.985
17 H 1.554 -0.075 3.616

Density functional theory data (ωB97M-V with the def2-TZVPD basis set) for a molecular structure, C6H10O.

- Energy relative to the best compared isomer or geometry (same formula, charge and spin): 156.93 kJ/mol
- Molecular weight: 98.1 Da
- Highest occupied orbital energy: -0.3294 Eh
- LUMO energy: 1.1 eV
- Multiplicity: 1
- HOMO-LUMO gap: 10.02 eV

Positions of all 17 atoms, in Å:
1 C -0.272 1.521 -1.460
2 C -0.235 1.014 -0.034
3 O -1.606 0.688 0.417
4 C -1.165 -0.609 0.771
5 C -0.592 -1.387 -0.364
6 C 0.270 -0.380 0.343
7 C 1.550 -0.659 1.089
8 H 0.716 1.807 -1.837
9 H -0.702 0.776 -2.136
10 H -0.918 2.404 -1.481
11 H 0.217 1.763 0.631
12 H -1.601 -1.095 1.641
13 H -0.374 -2.419 -0.106
14 H -0.928 -1.229 -1.385
15 H 2.407 -0.878 0.441
16 H 1.821 0.199 1.717
17 H 1.413 -1.517 1.755

Density functional theory data (ωB97M-V with the def2-TZVPD basis set) for C6H10O in the gas phase at a distorted geometry.

- Energy relative to the best compared isomer or geometry (same formula, charge and spin): 213.21 kJ/mol
- Molecular weight: 98.1 Da
- Highest occupied orbital energy: -0.3514 Eh
- LUMO energy: 1.0 eV
- SMILES string: C=CCCCC=O
- Multiplicity: 1
- HOMO-LUMO gap: 10.55 eV

Positions of all 17 atoms, in Å:
1 C 1.846 -2.350 0.358
2 C 0.798 -1.546 0.562
3 C 0.830 -0.135 0.554
4 C -0.610 0.588 0.595
5 C -1.198 0.755 -0.761
6 C -1.308 2.163 -1.196
7 O -1.933 2.508 -2.154
8 H 2.922 -2.112 0.025
9 H 1.837 -3.515 0.369
10 H -0.267 -1.995 0.635
11 H 1.416 0.135 -0.350
12 H 1.510 0.199 1.407
13 H -1.410 0.148 1.337
14 H -0.431 1.549 1.127
15 H -2.336 0.666 -0.656
16 H -0.806 0.011 -1.424
17 H -0.859 2.932 -0.429

Density functional theory data (ωB97M-V with the def2-TZVPD basis set) for a molecular structure, C6H10O at a distorted geometry.

- Energy relative to the best compared isomer or geometry (same formula, charge and spin): 488.35 kJ/mol
- Molecular weight: 98.1 Da
- Highest occupied orbital energy: -0.3090 Eh
- LUMO energy: 0.9 eV
- Multiplicity: 1
- HOMO-LUMO gap: 9.26 eV

Positions of all 17 atoms, in Å:
1 C -1.835 -0.186 1.258
2 C -1.947 0.477 -0.089
3 C -1.020 -0.690 0.100
4 C 0.470 -0.500 0.077
5 C 1.183 -0.054 -1.205
6 C 1.694 1.110 -0.344
7 O 0.921 0.749 0.687
8 H -1.310 0.359 2.039
9 H -2.661 -0.799 1.609
10 H -2.853 0.324 -0.670
11 H -1.501 1.463 -0.195
12 H -1.324 -1.639 -0.341
13 H 0.995 -1.319 0.583
14 H 1.891 -0.733 -1.684
15 H 0.493 0.344 -1.959
16 H 3.573 0.184 0.143
17 H 3.231 0.912 -0.007

Density functional theory data (ωB97M-V with the def2-TZVPD basis set) for C6H10O in the gas phase.

- Energy relative to the best compared isomer or geometry (same formula, charge and spin): 114.77 kJ/mol
- Molecular weight: 98.1 Da
- Highest occupied orbital energy: -0.3322 Eh
- LUMO energy: 0.9 eV
- SMILES string: C=C1CC(CO)C1
- Multiplicity: 1
- HOMO-LUMO gap: 9.91 eV

Positions of all 17 atoms, in Å:
1 C -1.613 -1.670 -0.932
2 C -0.503 -0.997 -0.663
3 C 0.510 -1.062 0.465
4 C 1.024 0.336 0.020
5 C 0.618 1.461 0.953
6 O -0.781 1.386 1.163
7 C 0.161 0.225 -1.269
8 H -2.244 -1.408 -1.777
9 H -1.938 -2.495 -0.302
10 H 1.254 -1.856 0.336
11 H 0.093 -1.119 1.476
12 H 2.105 0.400 -0.154
13 H 1.166 1.356 1.904
14 H 0.899 2.431 0.509
15 H -1.009 1.945 1.917
16 H -0.498 1.073 -1.486
17 H 0.757 -0.005 -2.160

Density functional theory data (ωB97M-V with the def2-TZVPD basis set) for C6H10O in the gas phase at a distorted geometry.

- Energy relative to the best compared isomer or geometry (same formula, charge and spin): 257.86 kJ/mol
- Molecular weight: 98.1 Da
- Highest occupied orbital energy: -0.3241 Eh
- LUMO energy: 0.4 eV
- SMILES string: C=C(C)/C=C/CO
- Multiplicity: 1
- HOMO-LUMO gap: 9.22 eV

Positions of all 17 atoms, in Å:
1 C -0.638 -0.025 2.271
2 C -0.164 0.922 1.432
3 C -0.458 2.355 1.733
4 C 0.246 0.556 -0.066
5 C 0.238 -0.729 -0.414
6 C 0.659 -0.922 -1.948
7 O 0.182 -2.129 -2.639
8 H -0.923 0.283 3.343
9 H -0.628 -1.102 2.079
10 H 0.256 2.936 1.155
11 H -0.304 2.686 2.757
12 H -1.462 2.604 1.376
13 H 0.522 1.438 -0.600
14 H 0.622 -1.483 0.131
15 H 1.779 -1.022 -2.041
16 H 0.192 -0.081 -2.499
17 H -0.809 -2.164 -2.637

Density functional theory data (ωB97M-V with the def2-TZVPD basis set) for C6H10O in the gas phase.

- Energy relative to the best compared isomer or geometry (same formula, charge and spin): 71.36 kJ/mol
- Molecular weight: 98.1 Da
- Highest occupied orbital energy: -0.3562 Eh
- LUMO energy: 1.1 eV
- SMILES string: C[C@H]1C[C@H]1CC=O
- Multiplicity: 1
- HOMO-LUMO gap: 10.76 eV

Positions of all 17 atoms, in Å:
1 C 0.158 0.383 2.108
2 C 0.358 -0.737 1.111
3 C -0.769 -1.204 0.228
4 C 0.422 -0.511 -0.375
5 C 0.242 0.839 -1.026
6 C -0.208 0.679 -2.465
7 O 0.088 -0.264 -3.159
8 H -0.045 -0.026 3.104
9 H -0.690 1.024 1.843
10 H 1.049 1.017 2.185
11 H 1.023 -1.523 1.464
12 H -0.909 -2.264 0.041
13 H -1.696 -0.633 0.277
14 H 1.111 -1.149 -0.922
15 H 1.187 1.405 -1.046
16 H -0.480 1.470 -0.494
17 H -0.840 1.493 -2.873

Density functional theory data (ωB97M-V with the def2-TZVPD basis set) for 2 unconnected molecules or ions with the total composition C6H10O at a distorted geometry.

- Energy relative to the best compared isomer or geometry (same formula, charge and spin): 180.80 kJ/mol
- Molecular weight: 98.1 Da
- Highest occupied orbital energy: -0.3211 Eh
- LUMO energy: 1.0 eV
- Multiplicity: 1
- HOMO-LUMO gap: 9.77 eV

Positions of all 17 atoms, in Å:
1 C 1.276 0.672 -1.964
2 C -0.558 -0.250 -0.683
3 C 0.027 -0.278 0.522
4 C -1.714 0.521 -1.217
5 C 1.116 -1.303 0.816
6 C -0.038 0.831 1.541
7 O 2.325 0.221 -1.857
8 H -0.450 -1.155 -1.423
9 H -1.594 0.349 -2.291
10 H -1.611 1.550 -0.980
11 H -2.711 0.349 -0.776
12 H 0.963 -1.844 1.712
13 H 2.019 -0.950 1.197
14 H 1.396 -2.102 0.041
15 H 0.481 1.707 1.326
16 H 0.066 0.405 2.558
17 H -0.993 1.278 1.478

Density functional theory data (ωB97M-V with the def2-TZVPD basis set) for C6H10O in the gas phase at a distorted geometry.

- Energy relative to the best compared isomer or geometry (same formula, charge and spin): 374.38 kJ/mol
- Molecular weight: 98.1 Da
- Highest occupied orbital energy: -0.3165 Eh
- LUMO energy: 1.0 eV
- SMILES string: C[C@H]1C[C@]2(CO2)C1
- Multiplicity: 1
- HOMO-LUMO gap: 9.65 eV

Positions of all 17 atoms, in Å:
1 C -2.104 -0.143 0.286
2 C -0.790 -0.024 -0.440
3 C 0.170 -1.229 -0.250
4 C 1.014 -0.285 0.576
5 C 2.179 0.367 -0.100
6 O 2.364 -0.543 0.929
7 C 0.110 0.991 0.295
8 H -1.916 -0.380 1.341
9 H -2.637 0.813 0.241
10 H -2.728 -0.924 -0.151
11 H -0.923 0.209 -1.500
12 H -0.316 -2.109 0.201
13 H 0.698 -1.578 -1.150
14 H 2.201 0.160 -1.163
15 H 2.450 1.390 0.197
16 H 0.482 1.727 -0.453
17 H -0.253 1.557 1.141

Density functional theory data (ωB97M-V with the def2-TZVPD basis set) for C6H10O in the gas phase.

- Energy relative to the best compared isomer or geometry (same formula, charge and spin): 92.64 kJ/mol
- Molecular weight: 98.1 Da
- Highest occupied orbital energy: -0.3370 Eh
- LUMO energy: 1.0 eV
- SMILES string: C1=CCCOCC1
- Multiplicity: 1
- HOMO-LUMO gap: 10.15 eV

Positions of all 17 atoms, in Å:
1 C 0.043 1.642 -0.128
2 C -1.152 1.073 0.022
3 C -1.334 -0.350 0.511
4 C -0.676 -1.482 -0.300
5 O 0.728 -1.439 -0.526
6 C 1.508 -0.538 0.230
7 C 1.344 0.898 -0.292
8 H 0.105 2.678 -0.463
9 H -2.043 1.648 -0.241
10 H -1.019 -0.396 1.563
11 H -2.404 -0.588 0.524
12 H -0.911 -2.432 0.211
13 H -1.144 -1.511 -1.295
14 H 1.359 -0.652 1.318
15 H 2.544 -0.839 0.027
16 H 2.211 1.512 -0.023
17 H 1.411 0.773 -1.378

Density functional theory data (ωB97M-V with the def2-TZVPD basis set) for 2 unconnected molecules or ions with the total composition C6H10O at a distorted geometry.

- Energy relative to the best compared isomer or geometry (same formula, charge and spin): 457.21 kJ/mol
- Molecular weight: 98.1 Da
- Highest occupied orbital energy: -0.3235 Eh
- LUMO energy: 0.9 eV
- Multiplicity: 1
- HOMO-LUMO gap: 9.73 eV

Positions of all 17 atoms, in Å:
1 C -2.308 -0.293 0.193
2 C -0.943 0.129 -0.328
3 C -0.081 1.070 0.563
4 C 1.113 0.191 0.219
5 C 2.470 0.472 -0.204
6 O 2.271 -0.018 1.070
7 C 0.204 -0.920 -0.294
8 H -2.225 -0.710 1.204
9 H -2.997 0.559 0.236
10 H -2.760 -1.059 -0.449
11 H -1.035 0.550 -1.336
12 H -0.021 2.128 0.299
13 H -0.342 0.974 1.625
14 H 2.840 -0.565 -1.184
15 H 3.290 0.586 -0.866
16 H 0.040 -1.677 0.482
17 H 0.483 -1.416 -1.229

Number 1: electronic energy -309.62447 hartree. Number 2: electronic energy -309.70126 hartree. Number 3: electronic energy -309.62282 hartree. Number 4: electronic energy -309.77388 hartree. Number 5: electronic energy -309.78260 hartree. Number 6: electronic energy -309.76116 hartree. Number 7: electronic energy -309.65637 hartree. Number 8: electronic energy -309.79866 hartree. Number 9: electronic energy -309.74416 hartree. Number 10: electronic energy -309.81519 hartree. Number 11: electronic energy -309.77351 hartree. Number 12: electronic energy -309.69978 hartree. Number 13: electronic energy -309.80708 hartree. Number 14: electronic energy -309.66823 hartree.